Computed, not measured: a structure of composition C3H3IO2, with wB97M-V/def2-TZVPD.

```
! wB97M-V def2-TZVPD RIJCOSX def2/J DEFGRID3
* xyz 0 1
C 0.08 -0.53 -0.08
C 1.39 0.93 -0.11
C -1.35 -0.22 0.18
O 0.61 -1.56 -0.33
O 1.21 2.09 -0.22
I 3.28 -0.08 -0.12
H -1.81 0.10 -0.86
H -1.45 0.41 1.06
H -1.94 -1.14 0.47
*
```

Calculated values
**E_HOMO**: -9.01 eV
**DFT total energy**: -15353.5709 eV
**HOMO-LUMO gap**: 0.3344 Eh

Just the natural (NBO) charges please, in e? Sure, here they are: C 0.58; C 0.34; C -0.75; O -0.48; O -0.51; I 0.04; H 0.27; H 0.26; H 0.25

---

Computed, not measured: the molecule C6H10N2O, with wB97M-V/def2-TZVPD.

```
! wB97M-V def2-TZVPD RIJCOSX def2/J DEFGRID3
* xyz 0 1
C 0.35 -1.79 -1.02
C 2.34 1.30 0.30
C -1.60 -0.03 0.17
C 0.59 -0.55 -0.31
C 1.09 0.53 0.10
N -1.80 -0.83 1.27
C -0.40 1.30 0.29
N -2.45 0.05 -0.76
O -0.61 2.22 -0.50
H -2.59 -1.46 1.24
H -1.02 -1.11 1.83
H -2.20 0.81 -1.40
H -0.51 1.37 1.39
H 1.31 -2.19 -1.34
H -0.16 -2.53 -0.39
H -0.27 -1.61 -1.90
H 2.25 2.24 -0.24
H 2.48 1.53 1.36
H 3.21 0.76 -0.07
*
```

Calculated values
**E_HOMO**: -8.24 eV
**DFT total energy**: -11407.3577 eV
**HOMO-LUMO gap**: 0.2931 Eh

Just the natural (NBO) charges please, in e? Sure, here they are: C -0.71; C -0.64; C 0.34; C 0.28; C -0.10; N -0.85; C 0.23; N -0.72; O -0.67; H 0.39; H 0.38; H 0.37; H 0.19; H 0.26; H 0.25; H 0.27; H 0.26; H 0.24; H 0.23

---

Computed, not measured: the molecule C3H6N2, with wB97M-V/def2-TZVPD.

```
! wB97M-V def2-TZVPD RIJCOSX def2/J DEFGRID3
* xyz 0 1
C 1.26 -0.08 0.23
C -0.14 -0.04 -0.35
N -0.98 -1.08 0.17
C -1.15 2.33 -0.49
N -0.69 1.30 -0.15
H 1.87 0.70 -0.23
H 1.23 0.09 1.31
H 1.72 -1.06 0.04
H -0.11 -0.14 -1.44
H -1.89 -1.05 -0.28
H -1.13 -0.97 1.17
*
```

Calculated values
**E_HOMO**: -10.44 eV
**DFT total energy**: -6187.3355 eV
**HOMO-LUMO gap**: 0.4153 Eh

Just the natural (NBO) charges please, in e? Sure, here they are: C -0.61; C 0.10; N -0.81; C 0.29; N -0.57; H 0.22; H 0.21; H 0.23; H 0.20; H 0.37; H 0.36

---

Computed, not measured: a structure of composition C4H6O7Yb, with wB97M-V/def2-TZVPD.

```
! wB97M-V def2-TZVPD RIJCOSX def2/J DEFGRID3
* xyz 1 2
O 3.70 1.78 0.57
C 3.09 0.71 0.28
O 3.76 -0.34 0.03
O 1.78 0.73 0.28
O -1.10 0.52 -0.10
C -2.37 0.61 0.27
O -2.88 -0.01 1.18
O -2.94 1.60 -0.40
C -0.29 -0.44 0.57
C 1.07 -0.48 -0.05
Yb 6.03 0.84 0.37
H -3.86 1.67 -0.13
H -0.75 -1.44 0.47
H -0.23 -0.19 1.64
H 1.01 -0.56 -1.15
H 1.62 -1.34 0.34
O -3.42 -1.64 -2.23
H -4.24 -2.02 -1.92
*
```

Calculated values
**E_HOMO (alpha / beta)**: -12.72 / -12.72 eV
**DFT total energy**: -50098.8824 eV
**HOMO-LUMO gap (alpha / beta)**: 0.2376 / 0.2376 Eh
**⟨S²⟩**: 0.75

Just the natural (NBO) charges please, in e? Sure, here they are: O -0.86; C 0.99; O -0.88; O -0.48; O -0.50; C 0.98; O -0.64; O -0.66; C -0.09; C -0.10; Yb 1.88; H 0.51; H 0.22; H 0.21; H 0.21; H 0.21; O -0.41; H 0.41

---

ΔE to the lowest compared entry with this formula, charge and spin (computed, kcal/mol): 22.27, 109.08, 27.89, 7.31
Largest force on an atom (computed, eV Å⁻¹): 2.58, 1.97, 1.61, 3.38